Entry 1:
62
Properties=species:S:1:pos:R:3:nbo_charge:R:1 method="wB97M-V/def2-TZVPD" multiplicity=2 gap_ev="6.873 / 6.936" total_charge=0 s_squared=0.85
Fe 0.0394 -0.2949 -1.4046 0.65
C -2.3345 4.7417 0.3994 -0.18
C -0.9941 4.4011 0.5126 -0.21
C -0.6182 3.0708 0.5259 -0.18
C -1.5850 2.0688 0.4413 -0.42
C -2.9303 2.4150 0.3357 -0.12
C -3.2990 3.7509 0.3065 -0.23
P -1.0428 0.3428 0.4784 1.10
C -0.2931 0.1076 2.1089 -0.30
C 0.3521 -1.1017 2.3605 -0.23
C 0.8946 -1.3586 3.6075 -0.19
C 0.7938 -0.4084 4.6152 -0.19
C 0.1413 0.7910 4.3761 -0.21
C -0.4047 1.0517 3.1279 -0.21
C -2.5143 -0.6846 0.4275 -0.36
C -3.4016 -0.8839 1.4564 -0.17
C -4.5309 -1.6915 1.2406 -0.22
C -4.7290 -2.2900 0.0205 -0.18
C -3.8049 -2.1300 -1.0352 0.02
C -3.9386 -2.7900 -2.2818 -0.19
C -2.9695 -2.6484 -3.2334 -0.20
C -1.8382 -1.8297 -3.0040 -0.24
C -1.6661 -1.1484 -1.8223 -0.23
C -2.6734 -1.3095 -0.8253 -0.10
H -2.6248 5.7837 0.3754 0.22
H -0.2379 5.1726 0.5687 0.22
H 0.4326 2.8117 0.5888 0.23
H -3.6874 1.6461 0.2598 0.22
H -4.3434 4.0148 0.2075 0.22
H 0.3983 -1.8632 1.5941 0.22
H 1.3916 -2.3021 3.7911 0.22
H 1.2210 -0.6067 5.5893 0.22
H 0.0557 1.5299 5.1621 0.22
H -0.9071 1.9932 2.9474 0.23
H -3.2405 -0.4203 2.4222 0.22
H -5.2400 -1.8430 2.0435 0.22
H -5.5961 -2.9188 -0.1427 0.22
H -4.8073 -3.4128 -2.4578 0.21
H -3.0590 -3.1606 -4.1827 0.22
H -1.1070 -1.7505 -3.7985 0.22
O 6.8596 -2.7119 0.7289 -0.38
N 6.8432 -1.7304 0.0088 0.53
O 7.8229 -1.0800 -0.2998 -0.37
C 5.5440 -1.2215 -0.4008 -0.05
C 4.4137 -1.9431 -0.0969 -0.09
C 3.1784 -1.4547 -0.4967 -0.12
C 2.9958 -0.2065 -1.1742 0.51
O 1.8782 0.3450 -1.4076 -0.72
C 4.2409 0.4411 -1.5052 -0.08
C 5.4715 -0.0269 -1.1094 -0.10
N 4.2609 1.6703 -2.3085 0.53
O 5.2622 2.3616 -2.2161 -0.39
O 3.3235 1.9175 -3.0284 -0.33
N 2.0564 -2.2858 -0.1620 0.55
O 0.9658 -2.1266 -0.7367 -0.48
O 2.1923 -3.1658 0.6507 -0.34
H 4.4857 -2.8760 0.4404 0.28
H 6.3651 0.5225 -1.3600 0.29
Cl -0.0707 0.5630 -4.6481 -0.38
Si -0.7807 1.3021 -2.8456 1.11
Cl 0.1617 3.1245 -2.6499 -0.37
Cl -2.7725 1.7360 -3.0851 -0.37

Entry 2:
113
Properties=species:S:1:pos:R:3:mulliken_charge:R:1 method="wB97M-V/def2-TZVPD" gap_ev=6.755 total_charge=+1
Cd -1.8845 -0.3152 -0.8318 3.30
N -2.1840 0.1195 1.2686 -1.61
S -1.3767 -0.0912 2.4566 1.85
N 0.1037 0.6525 2.5305 0.22
S 1.5151 0.0694 2.3835 0.45
N 1.9890 -0.7707 1.1909 0.33
S 1.5633 -0.5458 -0.3860 1.59
N 0.2108 -0.8210 -0.8044 -0.79
C 2.7714 -1.6303 -1.0869 -0.43
C 4.0327 -1.8363 -0.5352 -0.08
C 4.8987 -2.7088 -1.1726 -0.83
C 4.4978 -3.3628 -2.3343 -0.77
C 3.2322 -3.1530 -2.8637 -0.67
C 2.3546 -2.2768 -2.2395 -0.21
C 2.1299 1.1083 -0.7228 1.02
C 3.3942 1.4112 -1.2119 -0.87
C 3.7237 2.7437 -1.4232 -1.07
C 2.8043 3.7461 -1.1418 -0.99
C 1.5387 3.4245 -0.6659 -0.97
C 1.1902 2.0994 -0.4620 1.15
C 2.5232 1.5126 2.5928 0.94
C 3.8946 1.3328 2.4544 -1.04
C 4.7247 2.4296 2.6046 -0.72
C 4.1816 3.6787 2.8872 -0.71
C 2.8096 3.8394 3.0191 -0.89
C 1.9619 2.7506 2.8690 0.07
C 1.9753 -0.9568 3.7510 0.99
C 2.4357 -2.2490 3.5524 -0.45
C 2.7559 -3.0098 4.6696 -0.86
C 2.6171 -2.4764 5.9427 -0.65
C 2.1538 -1.1759 6.1192 -0.76
C 1.8257 -0.4058 5.0187 -0.55
C -2.1314 0.6269 3.8956 -0.01
C -3.4938 0.3752 4.0227 -0.56
C -4.1831 0.9521 5.0765 -0.87
C -3.5194 1.7804 5.9748 -0.53
C -2.1632 2.0330 5.8274 -1.06
C -1.4568 1.4516 4.7824 0.28
C -1.0368 -1.7709 2.9407 0.31
C -0.9400 -2.1355 4.2825 -0.27
C -0.6601 -3.4574 4.5943 -0.88
C -0.4846 -4.3902 3.5779 -0.65
C -0.5867 -4.0097 2.2462 -0.75
C -0.8663 -2.6921 1.9163 -0.40
H 4.3215 -1.3347 0.3798 0.23
H 5.8845 -2.8862 -0.7616 0.47
H 5.1795 -4.0455 -2.8255 0.42
H 2.9231 -3.6730 -3.7616 0.54
H 1.3522 -2.0992 -2.6135 0.20
H 4.1055 0.6311 -1.4459 0.52
H 4.7003 2.9971 -1.8153 0.49
H 3.0692 4.7826 -1.3106 0.45
H 0.8147 4.2058 -0.4687 0.61
H 0.1959 1.8326 -0.1196 -0.58
H 4.3008 0.3511 2.2363 0.05
H 5.7957 2.3115 2.5025 0.49
H 4.8361 4.5335 3.0026 0.43
H 2.3940 4.8157 3.2332 0.51
H 0.8885 2.8545 2.9453 0.45
H 2.5231 -2.6456 2.5501 0.61
H 3.1140 -4.0231 4.5402 0.49
H 2.8720 -3.0761 6.8075 0.43
H 2.0516 -0.7629 7.1146 0.47
H 1.4713 0.6110 5.1419 0.21
H -4.0001 -0.2477 3.2951 0.54
H -5.2430 0.7637 5.1904 0.46
H -4.0658 2.2364 6.7913 0.42
H -1.6528 2.6862 6.5237 0.47
H -0.4042 1.6478 4.6499 0.13
H -1.0860 -1.4074 5.0688 0.49
H -0.5918 -3.7610 5.6316 0.46
H -0.2772 -5.4243 3.8269 0.43
H -0.4626 -4.7419 1.4578 0.51
H -0.9547 -2.3881 0.8815 0.28
O -3.3253 -1.8236 -1.3734 -0.23
C -3.3278 -1.9309 -2.6101 -0.66
I -3.7819 4.6941 1.8423 0.05
C -3.4295 3.8293 -0.0179 -0.76
C -4.1340 4.2084 -1.1500 -0.13
C -3.8438 3.5688 -2.3445 -1.17
C -2.8808 2.5736 -2.3592 -0.48
N -2.2159 2.1957 -1.2622 0.03
C -2.4862 2.8245 -0.1117 0.40
H -4.8936 4.9779 -1.1020 0.44
H -4.3662 3.8258 -3.2568 0.50
H -2.6358 2.0517 -3.2765 0.69
H -1.9411 2.4978 0.7624 -0.09
O -2.3795 -0.9065 -3.0968 0.66
C -2.1923 -0.8643 -4.5321 2.51
C -0.9477 -0.0088 -4.7558 -0.53
C -0.2598 0.7621 -3.8681 0.44
C 0.8501 1.4436 -4.4569 -1.07
C 0.9802 1.1701 -5.7803 -0.89
S -0.2213 0.0792 -6.3139 -0.04
C -1.9422 -2.2610 -5.0788 -0.50
C -0.7685 -2.9538 -5.0101 -0.40
C -0.8705 -4.2707 -5.5364 -0.76
C -2.1245 -4.5366 -6.0021 -0.63
S -3.1747 -3.2136 -5.7898 -0.06
C -3.4162 -0.2109 -5.1768 -0.54
C -3.6257 0.0383 -6.5011 -0.49
C -4.8655 0.6887 -6.7597 -0.81
C -5.5715 0.9213 -5.6201 -0.55
S -4.7473 0.3421 -4.2426 -0.08
H -0.5183 0.8564 -2.8250 0.27
H 1.5134 2.1018 -3.9114 0.47
H 1.7214 1.5391 -6.4745 0.48
H 0.1450 -2.5226 -4.6175 0.37
H -0.0502 -4.9744 -5.5903 0.40
H -2.4824 -5.4419 -6.4705 0.46
H -2.9279 -0.2430 -7.2795 0.50
H -5.2129 0.9568 -7.7489 0.43
H -6.5462 1.3754 -5.5168 0.47

Entry 3:
17
Properties=species:S:1:pos:R:3:nbo_charge:R:1 method="wB97M-V/def2-TZVPD" multiplicity=2 e_above_lowest_kcal_mol=15.49 gap_ev="4.687 / 6.569" total_charge=-1 s_squared=0.77
C 0.3535 2.6980 0.1374 -0.63
C -0.3834 1.3843 0.1323 -0.04
C -1.7048 1.3835 -0.1882 -0.63
C 0.3556 -2.3392 0.2143 -0.09
O 0.8341 -2.2762 -1.1372 -0.76
C -0.1571 -1.0056 0.6775 -0.38
C 0.4389 0.1959 0.2810 -0.44
H 1.4082 2.6405 0.3917 0.19
H 0.3580 3.2210 -0.8381 0.19
H -0.1621 3.4059 0.7974 0.19
H -2.3041 2.2953 -0.1841 0.15
H -2.3141 0.4968 -0.0177 0.18
H 1.1160 -2.8324 0.8486 0.11
H -0.4791 -3.0552 0.1742 0.15
H 1.2373 -1.4142 -1.2329 0.47
H -0.9013 -0.9930 1.4802 0.16
H 1.5065 0.3783 0.2564 0.15

Entry 4:
13
Properties=species:S:1:pos:R:3:nbo_charge:R:1 method="wB97M-V/def2-TZVPD" e_above_lowest_kcal_mol=60.13 gap_ev=8.832 total_charge=+1
C 1.5891 0.2304 -0.3195 -0.77
N -0.6306 -1.5033 -0.3773 -1.16
N -1.2142 1.0628 -0.5977 -1.16
O 0.0526 0.4285 2.3068 -0.89
P -0.1853 -0.0120 0.0316 2.03
Cl 2.4070 -1.1990 0.3099 0.08
I 1.7106 0.4786 -2.4632 0.28
H 1.9845 1.1207 0.1733 0.30
H -1.6073 -1.7708 -0.3885 0.45
H 0.0066 -2.2557 -0.1307 0.47
H -1.1919 2.0219 -0.2737 0.46
H -2.1160 0.7641 -0.9476 0.45
H -0.8052 0.6337 2.6767 0.47

no.,maximum force (eV Å⁻¹)
1,0.97
2,0.63
3,2.08
4,4.58